Here is C25H32N2O3 as an isolated structure at a distorted geometry from the OMol25 dataset. Energies are from ωB97M-V/def2-TZVPD.

As for the LUMO energy: 0.07 eV. As for the energy above the lowest of the compared OMol25 structures with the same formula, charge and spin: 2087.3 kJ/mol. Its largest force on an atom is 0.350 hartree/bohr. The calculation puts the highest occupied orbital energy at -7.69 eV.

XYZ file:
```
62
C25H32N2O3, DFT ωB97M-V/def2-TZVPD
O -3.2272 1.3685 -1.0468
O 3.4763 -5.3380 3.7661
O -2.2075 0.7428 1.1424
N 2.6239 -3.4504 4.2315
N 0.9460 -0.7604 -1.1765
C -0.4744 4.7105 -0.6029
C -0.9422 1.2441 -2.2310
C 2.8202 -2.6228 0.9108
C -1.2905 0.2261 -1.1830
C -0.5359 2.7382 -1.9876
C -0.3731 3.4521 -3.0985
C 2.8964 -4.8242 6.1653
C 2.6584 -1.1580 0.6026
C 0.1141 5.0186 -2.8996
C -0.1538 2.9182 -4.3009
C -4.5493 1.9502 -0.1932
C 2.6989 -2.5728 3.2103
C 0.1713 0.0722 -0.5057
C 0.3836 -2.0075 -1.4233
C -1.8120 -1.1392 -1.6431
C 0.0164 5.5146 -1.5831
C 2.4217 -0.5093 -0.5542
C 2.3951 -0.5489 1.9061
C 2.2672 -1.2626 2.9861
C -0.7832 3.1284 -0.6831
C -0.7205 -1.7723 -2.4268
C 3.0175 -4.4904 4.6060
C -2.2557 0.8477 -0.1403
C -5.4816 0.8016 0.1906
C 2.9495 -3.3886 1.8533
H 2.6355 -2.7137 5.0363
H 3.8244 -4.0719 6.6607
H 2.2052 -0.6965 3.9883
H 2.1549 -4.5169 6.6694
H 1.2756 -2.5173 -2.2677
H -2.0885 -1.5734 -0.4608
H 3.1813 -5.8831 6.3388
H -0.1913 -0.5882 0.4734
H -1.2630 2.6181 -4.9235
H 3.0718 -1.0082 -1.4341
H 0.4137 5.6225 -3.6165
H -2.6450 -0.6873 -2.1947
H -1.0335 2.6218 0.0634
H -5.0250 0.2464 0.8959
H -1.1660 -2.8553 -2.4344
H 2.2155 0.4691 1.7870
H 0.3777 1.0488 0.0089
H -5.7884 0.3618 -0.7473
H -0.2953 0.8579 -2.8259
H -4.9399 2.6612 -0.7693
H -0.5405 -1.3139 -3.2794
H 3.1721 -4.2867 2.0958
H -1.8774 1.2541 -2.8467
H -6.3115 1.0964 0.5536
H 2.9178 -3.1595 -0.1382
H -0.6211 5.1381 0.6840
H 0.5303 2.1680 -4.5214
H -4.2906 2.3263 0.7730
H 0.0707 3.7504 -5.1595
H 0.2197 6.6123 -1.3626
H 0.3309 -2.3614 -0.4463
H 2.4304 0.4915 -0.4918
```

Here is a 2-piece molecular cluster, C25H32N3O4 overall at a distorted geometry from the OMol25 dataset. Energies are from ωB97M-V/def2-TZVPD.

As for the LUMO energy: 1.59 eV. Its largest force on an atom is 0.058 hartree/bohr. The calculation puts the highest occupied orbital energy at -3.28 eV. Its total charge is -1.

XYZ file:
```
64
C25H32N3O4, DFT ωB97M-V/def2-TZVPD
O -0.8723 -1.0745 -1.4224
O 1.1086 -0.0018 -1.7445
O 3.2280 -1.0206 -0.6738
O 2.9422 -2.8136 0.6394
N 4.2287 2.1084 0.5729
N 1.5297 5.6184 0.8912
N -4.6706 3.4018 1.0766
C -5.1224 4.7187 1.4883
C 0.0146 -3.2000 1.2421
C -5.7253 2.5508 0.5733
C 0.3286 -5.8058 -0.1523
C 1.6525 4.4552 0.7610
C -2.4415 4.1276 0.5750
C -0.7679 -4.4122 1.7238
C 1.8244 3.0503 0.5543
C 0.4165 0.9276 -2.6124
C 0.7737 2.1690 0.4555
C 4.5853 -1.1367 -0.2147
C -1.1409 3.8061 0.2302
C 0.3011 -3.2727 -0.2563
C 2.4640 -1.9976 -0.1620
C 1.0825 -2.0586 -0.6148
C -0.6212 2.5051 0.5004
C 1.4288 1.9847 -2.9464
C -1.5369 1.4824 0.8631
C 1.0825 -4.5579 -0.5772
C -0.1116 -5.7286 1.3101
C -2.8857 1.7450 0.9652
C 5.4353 -0.3433 -1.1675
C 0.3539 -1.0240 -1.2905
C -3.3483 3.0939 0.8890
C 3.1581 2.5673 0.5740
H -1.1455 0.4830 1.0600
H -0.5230 -2.2623 1.4390
H 5.1630 -0.5965 -2.2036
H 0.7813 -5.8678 1.9337
H -3.5948 0.9512 1.1909
H 5.3045 0.7331 -0.9959
H -0.4602 1.3361 -2.0981
H -5.3088 5.3972 0.6421
H -6.0573 4.5719 2.0374
H 2.0245 -4.4728 -0.0204
H -4.3988 5.1925 2.1564
H -1.7851 -4.3375 1.3211
H -0.6288 -3.2172 -0.8394
H 2.2814 1.5312 -3.4597
H 0.9950 -3.1289 1.7326
H 0.9891 2.7354 -3.6054
H 1.7886 2.4917 -2.0488
H -0.5279 -5.9359 -0.8232
H 1.0143 1.1079 0.4143
H 1.3264 -4.5642 -1.6491
H 4.6161 -0.7404 0.8092
H 0.9738 -6.6762 -0.3006
H -0.8574 -4.3618 2.8120
H -2.8027 5.1669 0.5528
H -6.2217 3.0021 -0.3089
H -0.7821 -6.5611 1.5373
H -5.3339 1.5700 0.2833
H 4.8957 -2.1860 -0.2184
H 6.4866 -0.5989 -1.0128
H -0.5263 4.5606 -0.2510
H -6.4645 2.4217 1.3709
H 0.0840 0.3905 -3.5081
```

Here is a 7-piece molecular cluster, C25H32N4O19 overall at a distorted geometry from the OMol25 dataset. Energies are from ωB97M-V/def2-TZVPD.

As for the LUMO energy (spin up / spin down): -6.80 / -9.09 eV. Its largest force on an atom is 0.100 hartree/bohr. The calculation puts the highest occupied orbital energy (spin up / spin down) at -11.47 / -11.47 eV. Its total charge is +1. Its multiplicity is 2.

XYZ file:
```
80
C25H32N4O19, DFT ωB97M-V/def2-TZVPD
O 2.9495 -6.6227 -3.6698
O -2.5529 1.3193 -3.0967
O 3.2418 -3.9905 -2.8687
O 2.6421 1.4731 1.5509
O 2.8286 4.9774 4.7657
O 1.8118 -5.1104 -7.9850
O -2.4878 5.4016 -3.3163
O 0.1956 4.0268 5.6899
O 0.7525 -1.1334 0.6454
O -4.4632 2.8413 2.3934
O -5.6755 5.2204 -1.6843
O 0.6426 0.3156 3.0603
O 0.1535 -2.2990 -1.9881
O -4.9790 1.0237 3.3609
O 0.9279 -2.5409 -6.7772
O -1.8694 2.6035 -0.7474
O -1.0647 6.8027 -2.5148
O 1.9297 -3.6855 3.4901
O -7.0979 4.3062 -0.2719
N -6.3175 4.2479 -1.2246
N -4.1592 1.7901 2.8999
N 1.6363 -3.7879 0.7229
N -1.9640 6.0379 -2.3358
C 2.6864 -4.2846 -3.8909
C -1.3157 -0.6012 -2.4343
C 1.9137 -3.2849 -4.7623
C 3.6131 -2.4148 0.3428
C -1.3467 1.5145 -0.9532
C 2.8142 3.3119 3.2087
C -2.7152 1.4679 3.0057
C -0.5745 0.7594 -0.0248
C -1.7927 0.6496 -2.1257
C 2.2465 -5.8559 -5.7701
C 2.6381 -5.6277 -4.4742
C 1.2597 1.4990 3.4555
C 1.8698 -4.8299 -6.7528
C 0.6308 2.1014 4.4985
C 2.7318 -2.8102 2.7327
C -0.3492 -1.2755 -1.5464
C 1.5165 -3.5298 -6.0200
C 0.9259 3.4545 4.9155
C 2.8824 -3.4124 1.3028
C -2.5607 5.9714 -1.0196
C -6.0958 2.8945 -1.8690
C -0.0422 -0.4776 -0.2812
C 2.2071 3.8839 4.2649
C 2.3506 2.0252 2.6572
C 1.5888 -3.3853 4.8292
H -1.7017 -1.1206 -3.2989
H 2.4459 5.1687 5.6251
H 0.8778 -4.1493 5.1438
H 4.6117 -2.1392 0.6819
H 2.9657 -1.5471 0.2165
H -2.5922 0.9320 3.9469
H 1.1525 -2.3913 4.7308
H -5.8821 3.0214 -2.9302
H -2.6329 4.8842 -0.9898
H 1.0951 0.0075 2.2717
H -5.2620 2.3932 -1.3775
H 2.4587 -3.4947 5.4769
H -1.9165 6.4874 -0.3077
H 3.6928 -2.7583 3.2445
H 1.0995 -4.2138 1.4649
H 2.1974 -6.8488 -6.1921
H -3.5314 6.4627 -1.0859
H 0.7322 -1.8285 -6.1643
H 1.6196 -4.3359 -0.1253
H 3.7395 3.7815 2.9094
H -7.0452 2.3618 -1.9241
H 3.8433 -2.9975 -0.5492
H -2.1508 2.3992 3.0531
H -2.7007 2.1690 -2.6751
H 2.2089 -1.8548 2.7766
H 1.1462 -1.9480 0.3244
H -2.3653 0.8526 2.1768
H 1.6048 -2.3854 -4.2507
H 3.3407 -6.3698 -2.8304
H -0.3757 1.2110 0.9360
H 3.4210 -4.3508 1.4347
H -0.2601 1.6410 4.8993
```

Here is C25H33Br2KN7SSe2 as an isolated structure from the OMol25 dataset. Energies are from ωB97M-V/def2-TZVPD.

As for the LUMO energy: 2.02 eV. As for the energy above the lowest of the compared OMol25 structures with the same formula, charge and spin: 51.5 kJ/mol. Its largest force on an atom is 0.013 hartree/bohr. The calculation puts the highest occupied orbital energy at -4.45 eV. Its total charge is -1.

XYZ file:
```
71
C25H33Br2KN7SSe2, DFT ωB97M-V/def2-TZVPD
Br -2.9222 1.0537 1.4871
Br -3.1663 1.4294 -1.6968
Se -0.7713 -0.1780 3.7135
Se 1.5684 2.8026 0.6226
K 0.7026 -0.5087 0.7669
S 3.3013 -0.0362 -1.0149
N -1.1004 -2.5818 5.4747
N -1.0920 -2.3736 -0.5859
N -0.2361 3.4917 2.7216
N 4.8377 -1.6473 0.4339
N 2.9121 -2.6410 -0.1965
N -0.9470 4.1875 0.7690
N 1.5912 -2.4896 -0.5153
C -1.0312 4.4844 -0.6537
C 0.0827 3.5457 1.3994
C -2.2541 4.2104 4.0718
C -3.1562 5.1427 1.5445
C -3.9335 5.2885 2.6875
C 1.7562 -4.5815 -1.7835
C -3.8704 1.8936 0.0434
C -3.2064 -3.1894 -1.3694
C 1.0332 6.3099 3.4693
C -1.4803 4.0658 2.9323
C 1.6253 5.8663 -1.8125
C 1.3640 5.3333 4.5981
C -3.4900 4.8277 3.9265
C -2.5674 -4.1955 -2.0697
C 1.7815 3.9381 4.1323
C -2.4168 -2.3081 -0.6422
C 0.6822 6.3833 -0.7339
C 0.6552 2.9838 3.7655
C -0.7688 5.9564 -0.9497
C 1.0204 -3.4297 -1.1652
C -1.9267 4.5192 1.6913
C -1.1846 -4.2795 -2.0163
C -0.9681 -1.6577 4.7828
C 3.6279 -1.5306 -0.2326
C -0.4631 -3.3454 -1.2701
H -4.9039 5.7656 2.6141
H 1.6304 -5.5038 -1.2044
H -0.3150 3.8347 -1.1505
H -3.4973 5.5026 0.5800
H 1.6738 4.7772 -1.8081
H -3.7941 2.9658 0.1553
H -2.8749 -1.5129 -0.0604
H 0.7228 7.4751 -0.7005
H 5.0947 -2.5904 0.6792
H -1.4369 6.5664 -0.3318
H -1.9219 3.8363 5.0325
H 1.8099 6.2763 2.6993
H -4.8988 1.5670 0.0716
H 0.9788 7.3361 3.8414
H -3.1341 -4.9163 -2.6475
H 0.0298 2.7516 4.6257
H 2.1914 5.7531 5.1773
H 2.8168 -4.3456 -1.8111
H 5.5675 -1.0297 0.1305
H 1.0584 2.0374 3.4223
H -2.0250 4.1897 -0.9911
H 1.3016 6.1986 -2.8049
H 0.5227 5.2600 5.2984
H -4.1268 4.9456 4.7956
H 2.3424 3.4387 4.9285
H -1.0541 6.1456 -1.9911
H -4.2829 -3.0832 -1.3708
H 2.6418 6.2309 -1.6535
H 2.4651 4.0228 3.2853
H 1.4082 -4.7768 -2.7999
H 1.0186 6.0368 0.2494
H -0.6696 -5.0678 -2.5454
H 0.0786 6.0930 2.9847
```

Here is C25H33Br2N5OsS as an isolated structure at a distorted geometry from the OMol25 dataset. Energies are from ωB97M-V/def2-TZVPD.

As for the LUMO energy: -15.19 eV. As for the energy above the lowest of the compared OMol25 structures with the same formula, charge and spin: 61.5 kJ/mol. Its largest force on an atom is 0.029 hartree/bohr. The calculation puts the highest occupied orbital energy at -20.39 eV. Its total charge is +4.

XYZ file:
```
67
C25H33Br2N5OsS, DFT ωB97M-V/def2-TZVPD
Os 0.4334 -0.5086 -2.0611
Br -4.9037 -0.3955 -5.8900
Br -4.3650 -3.4971 1.3840
S 1.5596 0.5791 -0.5188
N -0.7870 1.5232 0.5132
N -0.9784 -1.3919 -0.9030
N -1.1017 -0.4749 -3.3195
N 1.0950 1.6026 1.8677
N 1.8422 -1.9482 -2.5213
C -2.3115 -0.9424 -2.8159
C -3.2457 -2.1227 -0.7898
C 4.8717 0.7757 -3.4600
C -0.7509 -1.9291 0.3211
C -3.7605 1.8030 2.9255
C -1.7736 2.1534 1.4364
C -3.0196 -2.6640 0.4862
C -3.4496 -0.9059 -3.5597
C -1.0843 0.0181 -4.6120
C -3.4116 -0.4145 -4.8880
C 2.9237 -1.0342 -2.7665
C -2.2182 -1.5028 -1.4518
C 0.4865 1.2973 0.7536
C 2.5430 -0.2094 5.1180
C 5.1960 -0.3525 -2.6670
C 1.9468 -0.6040 3.7645
C -1.7377 -2.5591 1.0367
C -3.1517 2.0853 4.3065
C 3.5492 1.0351 -3.8536
C -2.7782 1.1396 1.9577
C -2.1847 0.0518 -5.4054
C 2.5790 0.1217 -3.5118
C 2.7829 -0.1069 2.5815
C 4.2220 -1.2538 -2.2986
C 2.5250 1.3478 2.2107
H 2.6258 0.8735 5.2336
H -2.2704 2.9476 0.8800
H -4.2241 -2.2114 -1.2408
H 2.0786 -2.7011 -1.8707
H 3.8455 -0.1854 2.8222
H 3.3169 1.9163 -4.4363
H -4.1582 2.7212 2.4861
H -2.2444 0.3320 2.4713
H -2.6987 3.0762 4.3650
H -4.3891 -1.2537 -3.1541
H 6.2238 -0.5184 -2.3692
H -2.4056 1.3375 4.5857
H -4.6294 1.1528 3.0273
H 5.6605 1.4483 -3.7753
H -1.5132 -2.9835 2.0062
H 2.6194 -0.7394 1.6964
H 0.2553 -1.8488 0.7090
H 1.9400 -0.5886 5.9396
H 3.1398 1.6637 1.3668
H -1.2491 2.6300 2.2631
H 1.8838 -1.6930 3.7124
H -3.3181 0.6986 1.1099
H -0.1355 0.3799 -4.9811
H -1.1331 1.3088 -0.4081
H 0.5556 2.1094 2.5594
H 4.4656 -2.1316 -1.7107
H 2.7542 2.0101 3.0424
H 3.5502 -0.6133 5.2197
H -2.1137 0.4287 -6.4173
H 1.4897 -2.3863 -3.3806
H 0.9104 -0.2519 3.6888
H -3.9260 2.0795 5.0706
H 1.5509 0.2756 -3.8805
```

Here is C25H33N2O5PtS2 as an isolated structure from the OMol25 dataset. Energies are from ωB97M-V/def2-TZVPD.

As for the LUMO energy: -2.32 eV. As for the energy above the lowest of the compared OMol25 structures with the same formula, charge and spin: 0.0 kJ/mol. Its largest force on an atom is 0.003 hartree/bohr. The calculation puts the highest occupied orbital energy at -11.30 eV. Its total charge is +1.

XYZ file:
```
68
C25H33N2O5PtS2, DFT ωB97M-V/def2-TZVPD
Pt 0.1341 -1.4391 -0.1634
S -0.8338 -1.7612 -2.0838
S -1.7474 0.6283 1.4288
O -2.0932 -2.4855 -1.9814
O 1.4664 -2.8658 -0.4756
O 0.8218 -1.0322 1.7966
O 1.8125 -1.5328 3.7352
O -1.3714 -0.0081 0.0892
N -0.3200 -3.5573 1.8312
N 0.5821 -3.0947 2.7831
C -5.0576 3.4510 0.2184
C -0.4661 1.8285 1.7694
C 2.4397 -0.2307 3.7059
C -3.9903 3.2309 -0.6488
C 3.4673 -2.0019 0.6320
C 0.5728 2.0165 0.8764
C 2.8592 -2.6238 -0.6253
C -0.4923 2.0527 -3.3616
C 1.5174 3.6263 2.3970
C -2.9732 2.3662 -0.2910
C 3.1805 -1.7245 -1.8166
C -2.4116 0.0273 -3.3822
C -1.1593 -0.1771 -2.8336
C -0.5347 2.5147 2.9728
C 1.0499 -1.8455 2.7077
C -3.0526 1.7265 0.9408
C 1.5719 2.9244 1.2008
C -1.7458 2.2752 -3.9250
C 3.4655 -4.0072 -0.8514
C -0.1934 0.8200 -2.8070
C 0.1791 -2.5733 -3.2888
C -2.6990 1.2692 -3.9370
C 0.4637 3.4260 3.2807
C -5.1208 2.8018 1.4402
C -4.1126 1.9190 1.8082
H 2.2973 4.3343 2.6432
H -4.1597 1.3839 2.7486
H -1.1565 -3.9015 2.2836
H 2.3944 3.0826 0.5157
H 3.2456 -4.6549 -0.0017
H 3.1327 -0.1766 2.8707
H 1.6846 0.5478 3.6195
H -0.4831 -2.8339 -4.1127
H 4.2455 -1.4934 -1.8561
H 0.7711 0.6334 -2.3502
H -1.3559 2.3471 3.6602
H 0.2478 2.8420 -3.3546
H -3.9550 3.7368 -1.6043
H 3.1002 -0.9855 0.7752
H 0.4208 3.9769 4.2105
H 0.9603 -1.8881 -3.6069
H 2.6306 -0.7840 -1.7390
H 2.9657 -0.1560 4.6507
H 4.5485 -3.9453 -0.9694
H 3.2278 -2.6082 1.5111
H -3.1429 -0.7695 -3.3534
H 0.9198 -3.6819 3.5316
H -2.1394 2.1730 -0.9552
H 0.6080 -3.4516 -2.8125
H 4.5546 -1.9599 0.5460
H -1.9748 3.2409 -4.3556
H -3.6719 1.4468 -4.3754
H 0.6042 1.4528 -0.0483
H 3.0437 -4.4626 -1.7478
H 0.1148 -4.2660 1.2518
H 2.9208 -2.2210 -2.7511
H -5.9594 2.9673 2.1024
H -5.8491 4.1304 -0.0684
```

Here is C25H33N3O9P2S as an isolated structure at a distorted geometry from the OMol25 dataset. Energies are from ωB97M-V/def2-TZVPD.

As for the LUMO energy: -1.65 eV. Its largest force on an atom is 0.176 hartree/bohr. The calculation puts the highest occupied orbital energy at -8.60 eV.

XYZ file:
```
73
C25H33N3O9P2S, DFT ωB97M-V/def2-TZVPD
S 7.4774 -2.3690 0.7563
P -0.9040 4.2494 0.1702
P -4.7573 2.4549 -4.9361
O 5.0199 -6.0119 1.4752
O -0.2163 4.4170 1.6194
O -2.3727 4.8972 0.6772
O -5.3132 3.7622 -5.7029
O -6.0477 1.5171 -5.4429
O -5.0712 2.4713 -3.4660
O -3.2509 3.1784 -4.8615
O -1.4899 2.8642 -0.0116
O 0.5789 3.8044 -0.4972
N 3.3090 1.9860 4.1389
N 6.8207 -3.8547 0.8467
N 6.4215 -1.4414 1.5884
C -0.5005 -4.5115 1.9800
C -1.3861 -3.4929 1.5906
C 4.1356 -0.2953 4.5744
C -1.0574 -2.7149 0.4686
C 3.1048 1.6364 2.8613
C -6.7091 4.0165 -5.8083
C 2.5223 -5.5056 2.8792
C 4.2526 -2.0579 2.6968
C 1.6188 -5.8699 1.6736
C 0.6787 -4.7331 1.2454
C -0.9869 4.3611 2.8150
C 3.5656 -4.4495 2.5469
C 5.4673 -2.3058 1.9492
C -6.0965 0.1770 -4.9397
C 3.8188 1.0290 4.9053
C -3.4415 4.8719 -0.2786
C -2.1478 2.2848 -4.6503
C 5.6746 -3.6933 1.5376
C 0.1076 -2.9284 -0.2800
C 3.9260 -0.6860 3.2195
C 4.7199 -4.7310 1.8680
C 3.3601 -3.0612 2.9629
C 0.9868 -3.9560 0.1196
C 3.4186 0.3501 2.4094
C 0.6641 3.9570 -1.9166
H -1.4437 5.3321 3.0029
H 2.1875 -6.1950 0.7814
H -2.2519 1.7739 -3.6897
H -3.8042 3.8540 -0.4136
H -7.2346 3.7803 -4.8830
H 1.8874 -4.1240 -0.4854
H 1.8771 -5.1670 3.7127
H 0.3644 -2.3266 -1.1582
H -1.2288 2.8665 -4.6480
H -2.0946 1.5484 -5.4542
H 4.5562 -0.9948 5.3048
H 0.9782 -6.7351 1.9397
H 5.3048 -6.0385 0.5517
H 0.4906 4.9980 -2.1958
H -6.8606 -0.3640 -5.4955
H -1.7174 -1.9057 0.1306
H -2.3220 -3.2654 2.1115
H -3.1155 5.2770 -1.2353
H 3.0289 -6.4209 3.2411
H -0.3087 4.1388 3.6389
H -4.2523 5.4879 0.1073
H -6.3637 0.1802 -3.8834
H 2.4605 -2.8011 3.5318
H 1.6612 3.6677 -2.2412
H -0.0765 3.3194 -2.4062
H -5.1391 -0.3237 -5.0777
H 3.2512 0.1273 1.3443
H -6.8407 5.0763 -6.0261
H 4.0181 1.3166 5.9527
H 2.7159 2.3966 2.1717
H -7.1247 3.4452 -6.6376
H -1.7499 3.5846 2.7678
H -0.7538 -5.1256 2.8562
```